Record 1
The following is a quantum chemistry calculation of a cluster of 2 separate species, C7H15N2O3S in total in a non-equilibrium geometry, from the Open Molecules 2025 dataset.

Atoms and positions in Å:
1 C 0.0248 -0.1267 2.1329
2 C 0.8406 -2.0195 0.9742
3 C -0.9769 1.7833 3.3501
4 C 1.9566 -3.0066 -1.0142
5 C 0.1703 2.4639 -2.1929
6 C -1.1331 -0.0014 -2.9905
7 C 0.2170 -1.5511 2.0224
8 N -0.7940 0.3440 3.0575
9 N 1.6748 -2.4922 0.2600
10 O 0.5057 0.7385 1.2762
11 O 0.6325 -0.0172 -1.1105
12 O -1.5072 1.1917 -0.6270
13 S -0.4363 0.8743 -1.5460
14 H -1.8299 1.6882 3.9471
15 H -0.1245 1.9766 3.8453
16 H -1.1329 2.1773 2.3988
17 H 3.0402 -3.0961 -0.9161
18 H 1.4758 -3.9606 -0.9485
19 H 1.5766 -2.4571 -1.8938
20 H -0.2716 3.3352 -1.6785
21 H -0.0710 2.4638 -3.2090
22 H 1.3025 2.4686 -2.1446
23 H -0.3322 -0.2529 -3.6308
24 H -2.0841 0.5843 -3.3078
25 H -1.5701 -0.9618 -2.6818
26 H -0.5077 -2.1209 2.6178
27 H -1.4657 -0.2507 3.4736
28 H 0.8196 0.2249 0.5360

Force components x, y, z for each atom (eV/Å):
-1.330 -0.421 0.129
3.119 -2.126 -2.028
-1.322 -3.667 -1.542
0.797 -0.210 -0.147
1.926 -0.474 1.460
-2.598 1.084 1.430
-2.530 1.899 1.620
0.882 0.030 -0.748
-2.513 2.046 2.038
0.146 0.164 2.455
0.489 0.287 -0.101
0.451 -0.273 -0.204
-1.801 -0.034 -0.985
-1.254 1.181 1.028
2.647 1.987 1.739
-0.248 1.741 -1.122
-0.062 -0.371 -1.312
0.077 -0.958 -0.635
0.294 0.080 0.714
0.123 -0.775 -0.046
-0.561 0.142 -1.659
-1.323 0.000 0.196
0.584 0.360 -1.291
2.128 -0.668 -0.166
0.371 0.279 0.611
0.746 -0.208 -0.327
-0.029 -0.982 0.461
0.792 -0.115 -1.569

The HOMO energy comes out at -0.464 hartree. For the LUMO energy, the calculation gives -2.919 eV. For the electronic energy, the calculation gives -1008.81565 Ha. The spin multiplicity is 1. As for the gap between HOMO and LUMO: 9.713 eV. Its charge is +1.

=====

Record 2
The following is a quantum chemistry calculation of the molecule CH6N4OS in a non-equilibrium geometry, from the Open Molecules 2025 dataset.

Atoms and positions in Å:
1 N -0.9688 -0.5221 1.9405
2 N -1.1939 -0.8408 0.3482
3 C -0.2125 -0.0997 -0.3740
4 N -0.5153 0.5708 -1.4742
5 S 0.9943 1.1083 -2.3671
6 N 1.1100 0.0390 0.1967
7 O 1.8528 -0.8169 -0.6506
8 H -1.2045 -1.4896 2.1964
9 H -1.8931 0.2668 2.1778
10 H -2.0684 -0.4721 0.1320
11 H 0.4048 2.5560 -2.4238
12 H 1.0941 -0.2114 1.2723
13 H 2.6005 -0.0884 -0.9744

Force components x, y, z for each atom (eV/Å):
-3.664 1.671 -2.598
3.107 1.306 2.449
0.049 2.667 -0.763
1.575 -1.961 1.322
-3.261 3.278 0.744
-2.278 -1.052 1.844
4.106 2.534 -0.256
-0.388 0.842 0.792
3.488 -3.520 -0.624
-1.918 0.509 -0.702
1.451 -3.099 -0.140
0.287 -0.190 -2.943
-2.554 -2.984 0.874

The HOMO energy comes out at -0.312 hartree. For the LUMO energy, the calculation gives 0.419 eV. For the electronic energy, the calculation gives -733.93676 Ha. The SMILES is NN/C(=N/S)NO. The spin multiplicity is 1. As for the gap between HOMO and LUMO: 8.912 eV.

=====

Record 3
The following is a quantum chemistry calculation of a cluster of 2 separate species, C4H10O4 in total, from the Open Molecules 2025 dataset.

Atoms and positions in Å:
1 C 1.2788 2.0634 -0.9711
2 C 1.2215 0.6557 -0.3815
3 O 2.5008 0.0973 -0.2120
4 O 0.4654 -0.1362 -1.2340
5 O 0.6634 0.7185 0.8881
6 H 0.2857 2.4976 -0.9259
7 H 1.6032 2.0091 -2.0057
8 H 1.9690 2.6630 -0.3870
9 H 2.9069 -0.0313 -1.0750
10 H 0.2507 -0.9793 -0.7880
11 H 0.9920 -0.0406 1.3874
12 C -2.2905 -0.7769 0.8708
13 C -1.6384 -2.1085 0.7472
14 O -0.5353 -2.3089 0.3092
15 H -3.1010 -0.7233 0.1435
16 H -2.7311 -0.6710 1.8598
17 H -1.5821 0.0276 0.6826
18 H -2.2588 -2.9561 1.0917

Force components x, y, z for each atom (eV/Å):
-0.099 -0.484 0.300
0.062 0.300 -0.488
0.310 -0.046 0.292
-0.208 -0.159 -0.295
0.020 0.083 0.394
-0.092 0.095 -0.060
0.033 0.020 -0.097
0.050 0.059 0.025
-0.142 -0.036 -0.054
0.123 0.246 0.038
0.038 0.015 -0.048
0.216 0.309 -0.129
-0.462 -0.006 0.209
0.317 -0.144 -0.137
-0.130 -0.033 -0.033
-0.089 -0.033 0.097
-0.034 -0.033 -0.002
0.088 -0.152 -0.013

The HOMO energy comes out at -0.381 hartree. For the LUMO energy, the calculation gives 0.844 eV. For the electronic energy, the calculation gives -459.37393 Ha. The SMILES is CC(O)(O)O.CC=O. The spin multiplicity is 1. As for the gap between HOMO and LUMO: 11.219 eV.

=====

Record 4
The following is a quantum chemistry calculation of a cluster of 2 separate species, C4H12NOS in total in a non-equilibrium geometry, from the Open Molecules 2025 dataset.

Atoms and positions in Å:
1 C -0.0996 1.1817 1.1970
2 C 0.7329 0.3768 2.4006
3 S 0.0307 1.0596 3.9481
4 C -1.0392 0.3589 0.1644
5 N -0.1529 -0.2968 -0.8472
6 C -0.3467 -1.6707 -0.9959
7 H 0.6947 1.7812 0.6381
8 H -0.6559 1.9288 1.6088
9 H 0.5112 -0.7439 2.3704
10 H 1.7746 0.5649 2.3097
11 H -1.8058 1.0200 -0.4791
12 H -1.7306 -0.3107 0.6736
13 H 0.7927 -0.1077 -0.3911
14 H 0.6355 -2.2628 -1.3740
15 H -0.3169 -1.8339 0.0663
16 H -1.1745 -1.8496 -1.5428
17 H 0.1280 0.0502 -2.8680
18 H 1.4407 0.1407 -3.3923
19 O 0.5810 0.6134 -3.4865

Force components x, y, z for each atom (eV/Å):
1.995 -2.095 -1.753
-3.028 -0.605 -0.877
0.446 -0.348 -0.676
-0.071 1.954 -1.323
2.428 4.314 0.885
5.224 -1.884 2.308
-0.977 -1.033 0.293
-1.776 1.931 1.478
0.344 1.498 -0.100
0.772 0.162 -0.034
1.852 -0.722 1.777
0.376 -0.510 0.323
-1.425 -0.654 -1.434
-2.364 1.564 0.274
-1.156 -2.657 0.508
-2.757 -1.234 -1.504
-1.209 0.150 0.950
-0.405 0.945 -0.636
1.730 -0.777 -0.462

The HOMO energy (spin up / spin down) comes out at -0.333 / -0.334 hartree. For the LUMO energy (spin up / spin down), the calculation gives 0.696 / -2.054 eV. For the electronic energy, the calculation gives -687.63848 Ha. As for the expectation value of S²: 0.753. The spin multiplicity is 2. As for the gap between HOMO and LUMO (spin up / spin down): 9.766 / 7.024 eV.

=====

Record 5
The following is a quantum chemistry calculation of a structure of composition ClH2O3PS in a non-equilibrium geometry, from the Open Molecules 2025 dataset.

Atoms and positions in Å:
1 O -0.0760 -0.6629 -1.0343
2 O -1.4196 -0.4497 1.0084
3 O 1.3454 0.1087 1.0438
4 P -0.5812 0.4335 0.0402
5 S -1.2051 2.2559 -0.2691
6 Cl 2.5857 0.1826 -0.1054
7 H 0.5638 -0.5530 -1.6397
8 H -1.2130 -1.3151 0.9561

Force components x, y, z for each atom (eV/Å):
-5.233 -0.542 3.751
-1.907 4.113 0.308
-3.192 0.466 1.013
2.506 1.390 -0.087
0.508 -1.849 -0.036
2.546 0.110 -1.622
3.693 1.244 -3.235
1.079 -4.931 -0.092

The HOMO energy (spin up / spin down) comes out at -0.242 / -0.369 hartree. For the LUMO energy (spin up / spin down), the calculation gives -0.419 / -2.617 eV. For the electronic energy, the calculation gives -1426.50896 Ha. As for the expectation value of S²: 2.010. The spin multiplicity is 3. As for the gap between HOMO and LUMO (spin up / spin down): 6.178 / 7.433 eV.

=====

Record 6
The following is a quantum chemistry calculation of a structure of composition C2HIN2O in a non-equilibrium geometry, from the Open Molecules 2025 dataset.

Atoms and positions in Å:
1 C -0.5335 -0.0106 0.2416
2 C -0.4082 -0.8468 -2.2230
3 N -0.0084 0.1780 1.2552
4 N 0.6549 0.5014 2.2528
5 O -0.7940 -0.7000 -3.2681
6 I 2.4528 1.0621 2.1428
7 H -1.3636 -0.1840 -0.4013

Force components x, y, z for each atom (eV/Å):
-1.635 -0.379 0.277
0.377 -0.444 -1.112
1.738 1.111 0.098
-3.826 -1.378 0.989
-0.065 0.063 -0.045
3.181 0.904 -0.525
0.230 0.123 0.317

The HOMO energy comes out at -0.296 hartree. For the LUMO energy, the calculation gives -0.178 eV. For the electronic energy, the calculation gives -559.08832 Ha. The spin multiplicity is 1. As for the gap between HOMO and LUMO: 7.869 eV.

=====

Sequential energy relative to the best compared isomer or geometry (same formula, charge and spin) output: 0.496 3.793 0.405 2.645 0.165 2.932 eV